Computed, not measured: a single C4H8N2S2 molecule, with wB97M-V/def2-TZVPD.

Last column: Löwdin charge in e.
Element x y z (Å)
C: -2.51197 -0.89054 0.27812  -0.0907
N: -1.47211 0.07398 -0.13375  -0.1053
N: -0.24842 -0.49772 -0.05932  -0.0040
C: 0.79704 0.25986 -0.07736  -0.4700
C: 0.71378 1.75409 -0.27097  -0.0586
C: 2.08487 -0.42926 -0.00386  -1.1458
S: 3.54771 0.29631 0.23072  0.6413
S: 1.86012 -2.13701 -0.15086  0.7722
H: -2.53717 -1.70930 -0.47672  0.0865
H: -2.35986 -1.32121 1.28585  0.0800
H: -3.46497 -0.35748 0.23769  0.0729
H: -1.55334 0.96002 0.35697  0.1063
H: 1.62758 2.29853 -0.15005  0.0360
H: 0.30424 1.95498 -1.29333  0.1065
H: 0.02262 2.18572 0.48106  0.0783
H: 3.18986 -2.44096 -0.25418  -0.1056

As for the SMILES: CN/N=C(\C)C(=S)S. The calculation puts the frontier orbital gap at 7.94 eV. The value obtained for the energy relative to the best compared isomer or geometry (same formula, charge and spin) is 131.6 kJ/mol. As for the LUMO energy: -0.643 eV.